# 1
Density functional theory data (wB97M-V/def2-TZVPD) for a structure of composition C37H32F5FeN4P2.

Element x y z (Å)
1 Fe -0.92355 -0.65963 1.02535
2 P 1.67355 -0.33877 0.04646
3 P -0.20982 1.61421 -0.03600
4 F -1.78618 0.30533 5.21765
5 F -3.28566 0.29789 3.65918
6 F -1.66931 -1.90196 3.55466
7 F -1.55869 1.59881 3.50161
8 F 0.11916 -0.58314 3.53973
9 N -0.88113 -2.80076 0.78174
10 N -2.92401 -0.70308 0.15024
11 N -3.24055 -3.00366 0.63926
12 N 1.51601 1.39737 0.14581
13 C -0.82052 0.30766 -2.38672
14 C 2.06058 1.96027 1.40833
15 C 2.65824 -1.19046 -4.35935
16 C -1.92752 -4.93702 1.00015
17 C -4.83250 0.64934 -0.39834
18 C -0.47073 1.54561 -1.84483
19 C 2.54399 0.38003 -2.53816
20 C 4.46273 -0.67022 0.31472
21 C 5.59883 -0.98922 1.04195
22 C -1.63135 3.61293 1.19831
23 C 0.31803 4.38778 0.01414
24 C -1.93910 4.92238 1.54479
25 C 5.49034 -1.40074 2.36524
26 C 3.10179 -1.17919 2.24315
27 C 4.24240 -1.49726 2.96643
28 C 0.01412 5.69101 0.36780
29 C 2.22064 -2.20352 -3.51727
30 C -0.46426 2.47131 -4.07140
31 C -1.97233 0.38026 3.89974
32 C 3.20928 -0.75720 0.91659
33 C -5.66932 -0.44770 -0.20546
34 C -1.98215 -3.54991 0.80085
35 C 1.93600 -1.92381 -2.18876
36 C 0.43981 -4.76565 1.19499
37 C -0.30905 2.63268 -2.70333
38 C -5.11692 -1.65248 0.14387
39 C -0.78599 1.22671 -4.59930
40 C -0.71528 -5.54412 1.19863
41 C -1.11992 5.95974 1.12917
42 C 2.82066 0.09997 -3.86825
43 C -0.50941 3.33849 0.42099
44 C -0.97003 0.14286 -3.75505
45 C -1.22451 -0.67585 3.11064
46 C -3.48878 0.46935 -0.20849
47 C 0.30351 -3.41933 0.98703
48 C -3.72801 -1.75270 0.31049
49 C 2.09900 -0.63165 -1.69394
50 H 3.16154 0.89074 -4.52418
51 H -0.07510 3.61122 -2.30949
52 H -5.21609 1.61749 -0.68521
53 H -2.25740 2.80307 1.55262
54 H 1.57980 -2.71522 -1.53691
55 H -5.73798 -2.52645 0.29480
56 H 1.20985 4.18050 -0.56607
57 H 2.09662 -3.20953 -3.89740
58 H 2.12807 -1.24806 2.71337
59 H 2.65406 1.38673 -2.15425
60 H -1.35411 6.97937 1.40577
61 H -6.73992 -0.35778 -0.33329
62 H 2.87292 -1.40587 -5.39793
63 H -0.33919 3.32185 -4.72900
64 H -1.22618 -0.82756 -4.16014
65 H 1.59564 1.53425 2.30533
66 H 6.57261 -0.91955 0.57460
67 H 1.90290 3.03419 1.42127
68 H -2.84435 -5.51295 1.00067
69 H -2.81103 5.12653 2.15232
70 H -0.96642 -0.54443 -1.73167
71 H -0.90155 1.10722 -5.66895
72 H -2.80398 1.29309 -0.34731
73 H 4.55017 -0.35967 -0.71898
74 H 1.16742 -2.77149 0.99021
75 H 3.12853 1.76523 1.44494
76 H 0.66211 6.49920 0.05449
77 H -3.97230 -3.68643 0.74487
78 H 4.15583 -1.82017 3.99571
79 H 1.41764 -5.19462 1.35895
80 H 6.38093 -1.65089 2.92682
81 H -0.66314 -6.61294 1.35906

Atoms 1-3, force components in eV/Å:
-0.2 0.1 -0.2
0.1 0.0 0.0
0.1 0.1 0.0

Results
gap between HOMO and LUMO (alpha / beta)	8.55 / 8.64	eV
energy relative to the best compared isomer or geometry (same formula, charge and spin)	0.000	eV
<S²>	6.01
multiplicity	5
charge	+1

# 2
Density functional theory data (wB97M-V/def2-TZVPD) for a structure of composition C37H32N10O2PZr at a distorted geometry.

Element x y z (Å)
1 Zr 0.49682 0.23865 0.60190
2 P -1.01348 2.55931 1.37500
3 O 0.10203 0.06050 4.57096
4 O 0.84245 0.92207 2.72792
5 N -2.17949 -1.58926 0.72958
6 N -0.60267 -0.60816 2.50901
7 N 2.67873 3.30124 -4.59549
8 N 0.71896 -1.74589 -0.35230
9 N -2.26965 -2.06142 2.03332
10 N 3.12855 2.01988 -2.53153
11 N 1.87185 1.06833 -0.70037
12 N -1.55266 -1.95517 4.21718
13 N 2.40700 -0.88677 1.64483
14 N 0.12754 0.12265 3.36559
15 C 5.56351 0.37540 3.32708
16 C 4.68361 0.91105 1.16440
17 C -2.63704 3.10608 5.04521
18 C 0.17875 -2.44146 -1.39180
19 C 2.26383 -3.20604 -1.19123
20 C -1.16983 0.88474 -0.91377
21 C -4.67563 3.23865 -0.34811
22 C -4.54830 2.48151 -1.47880
23 C -1.99960 0.40760 -3.19067
24 C 1.07977 -3.34147 -1.92934
25 C 2.42672 4.54093 0.54811
26 C -3.18721 1.03413 -2.95300
27 C 3.32081 -0.55052 2.74921
28 C 0.98157 4.88632 -1.34576
29 C -2.18703 4.36418 5.42670
30 C 5.81338 1.67730 0.89817
31 C 2.20989 5.05985 -0.72183
32 C 2.84228 -1.77725 0.81926
33 C -3.61747 3.29304 0.58177
34 C -3.38256 1.71274 -1.72557
35 C -1.44195 3.31761 2.95864
36 C -0.03444 4.19018 -0.70718
37 C -0.99796 4.57760 3.34461
38 C -1.37097 5.09567 4.57741
39 C -1.01360 0.34377 -2.17686
40 C 6.81512 1.79651 1.84629
41 C 6.68745 1.13937 3.06440
42 C 1.41986 3.83147 1.18343
43 C 0.18316 3.65129 0.55754
44 C -1.46219 -1.54386 2.96404
45 C 2.85391 2.70035 -3.62632
46 C -2.26148 2.58533 3.81905
47 C 4.54743 0.25872 2.38042
48 C -2.50086 2.52606 0.38145
49 C -2.36120 1.66957 -0.74580
50 C 2.01277 -2.24111 -0.23019
51 C 2.43300 1.54429 -1.63522
52 H 0.89607 -4.00416 -2.75865
53 H 5.90713 2.17371 -0.05969
54 H -5.56623 3.82993 -0.18271
55 H -2.24977 -2.62908 4.48715
56 H -1.02358 6.07744 4.87077
57 H 3.64207 -1.48002 3.22863
58 H 0.81635 5.28918 -2.33645
59 H -5.33482 2.47841 -2.22431
60 H -2.62702 1.60803 3.51567
61 H -0.98412 -1.51256 4.92267
62 H 1.60006 3.42077 2.17216
63 H -2.87987 -2.83030 2.27022
64 H -1.89462 -2.32654 0.09886
65 H -0.98676 4.04796 -1.20293
66 H 5.47420 -0.13813 4.27830
67 H -3.68280 3.95295 1.43870
68 H -0.09275 -0.16376 -2.43807
69 H 3.18875 -3.74522 -1.32180
70 H 7.46981 1.21812 3.80787
71 H -0.36490 5.15858 2.68612
72 H 2.76374 0.00325 3.50293
73 H -3.96458 1.06980 -3.70665
74 H -3.28004 2.53610 5.70302
75 H -3.04102 -1.14433 0.43774
76 H -0.82238 -2.23603 -1.73906
77 H 3.00013 5.59735 -1.22962
78 H 3.84219 -2.20284 0.91535
79 H 7.69636 2.38857 1.63784
80 H 3.38241 4.67270 1.03907
81 H -2.47585 4.77411 6.38532
82 H -1.80531 -0.05193 -4.15184
83 H 3.91473 0.82104 0.41203

Atoms 1-3, force components in eV/Å:
-1.0 0.4 -0.5
0.2 -0.4 -0.4
0.0 0.0 0.1

Results
gap between HOMO and LUMO	6.49	eV
energy relative to the best compared isomer or geometry (same formula, charge and spin)	0.594	eV
multiplicity	1
charge	+1

# 3
Density functional theory data (wB97M-V/def2-TZVPD) for a structure of composition C37H32O2PRhSi.

Element x y z (Å)
1 Rh -1.21691 1.41032 -0.76242
2 P -2.37313 -0.66795 -1.71121
3 Si 1.88639 1.00290 0.69034
4 O -2.21924 3.02225 -0.96431
5 O 0.62100 0.92977 -0.32834
6 C 0.70547 0.44411 3.18692
7 C 0.03411 -1.44351 -2.78694
8 C 4.55994 -0.05791 0.39004
9 C 1.70775 -2.80806 -1.72869
10 C -5.05855 -2.32500 -4.34625
11 C 1.30190 3.79635 0.73546
12 C 1.79308 -2.08810 3.51086
13 C -4.59798 -1.12078 1.72835
14 C -3.32486 -3.21716 -2.35997
15 C -3.39095 -1.85897 -2.66613
16 C 0.93543 -1.57495 4.47640
17 C 5.68119 -0.41299 -0.35171
18 C 5.67697 -0.26015 -1.73330
19 C 0.92238 -2.88235 -0.58497
20 C -3.03062 -0.70186 -0.03229
21 C -4.14960 -1.38720 0.44092
22 C -4.12474 -4.11935 -3.04352
23 C 3.24544 4.46154 2.59651
24 C -2.39580 0.28162 0.73470
25 C -2.35549 4.33100 -0.46278
26 C 2.44915 5.45870 2.04211
27 C 4.54919 0.24899 -2.36973
28 C 3.07061 3.13817 2.21127
29 C 0.39968 -0.30084 4.31867
30 C 1.47234 5.12504 1.11314
31 C 2.10016 2.77879 1.26980
32 C -0.30477 -2.23414 -0.53480
33 C 2.11194 -1.32941 2.38977
34 C -3.93517 -0.18693 2.51945
35 C -2.84334 0.52054 2.02389
36 C 1.57096 -0.05149 2.20230
37 C 1.26461 -2.08549 -2.83094
38 C 3.43134 0.60185 -1.62432
39 C -4.99494 -3.67457 -4.03659
40 C 3.41521 0.45574 -0.23136
41 C -4.25897 -1.41840 -3.65988
42 C -0.75694 -1.52224 -1.64215
43 H 2.79525 -1.73878 1.65098
44 H 1.88091 -2.01273 -3.72013
45 H -4.31391 -0.36009 -3.89707
46 H 2.59485 6.49315 2.32990
47 H 0.27178 1.43647 3.06987
48 H 3.69954 2.37006 2.65714
49 H -3.27985 4.42393 0.10910
50 H -2.36393 1.26517 2.65052
51 H -1.52679 4.60660 0.19284
52 H 4.00420 4.72054 3.32611
53 H -0.31326 -0.87243 -3.64333
54 H -0.24679 0.11546 5.08389
55 H 2.67532 -3.29741 -1.75380
56 H -4.66932 -2.10483 -0.18531
57 H 1.27003 -3.44181 0.27803
58 H 2.21557 -3.07793 3.63401
59 H -5.47752 -1.62629 2.10902
60 H 4.54343 0.36763 -3.44787
61 H 0.85072 5.90218 0.68200
62 H 6.56016 -0.80649 0.14544
63 H -2.65211 -3.57346 -1.58844
64 H -4.07170 -5.17351 -2.80146
65 H 0.68957 -2.16253 5.35222
66 H -5.62357 -4.38182 -4.56317
67 H 6.55051 -0.53387 -2.31243
68 H 0.53767 3.54521 0.01215
69 H 4.58410 -0.18109 1.47007
70 H -4.28854 0.01030 3.52505
71 H -5.73180 -1.97477 -5.11984
72 H 2.54621 0.98555 -2.12638
73 H -2.38747 5.04771 -1.28258
74 H -0.89751 -2.24798 0.37513

Atoms 1-3, force components in eV/Å:
0.2 0.3 0.4
0.3 -0.4 0.4
-0.1 0.0 0.1

Results
gap between HOMO and LUMO (alpha / beta)	8.15 / 7.23	eV
<S²>	6.02
multiplicity	5